{"formula": "C6H5O2", "method": "wB97M-V/def2-TZVPD", "relative_energy_kcal_mol": 0.0, "homo_lumo_gap_ev": [5.316, 7.013], "e_homo_ev": [-1.15, -3.90], "s2": 2.014, "lumo_energy_ev": [4.17, 3.11], "charge": -1, "multiplicity": 3, "symbols": ["C", "C", "C", "C", "C", "C", "O", "O", "H", "H", "H", "H", "H"], "xyz": [[2.44107, 0.62278, -0.43821], [2.85606, -0.60877, -0.11643], [-0.45696, -0.74785, 0.00965], [1.22004, 1.20845, 0.05620], [-1.04170, -0.60550, -1.13637], [0.36944, 0.15492, 0.74950], [3.39496, -1.74222, -0.16057], [1.03704, 2.40781, -0.17239], [2.98675, 1.30254, -1.11394], [-1.06154, 0.38172, -1.71252], [-1.70339, -1.40366, -1.43475], [-0.28040, 0.58111, 1.51916], [1.22690, -0.51715, 1.09760]]}

=====

{"formula": "C6H7LiNiO6", "method": "wB97M-V/def2-TZVPD", "relative_energy_kcal_mol": 0.0, "homo_lumo_gap_ev": [8.597, 7.521], "e_homo_ev": [-17.69, -17.69], "s2": 2.007, "lumo_energy_ev": [-9.09, -10.17], "charge": 2, "multiplicity": 3, "symbols": ["Ni", "O", "O", "C", "C", "O", "C", "H", "H", "H", "H", "Li", "O", "O", "C", "C", "O", "C", "H", "H", "H"], "xyz": [[1.92275, 2.23347, -0.88898], [0.49013, 1.16755, -1.07086], [1.11851, -1.04888, -0.63943], [2.51643, -1.23502, -0.84594], [3.12371, -0.38221, 0.25520], [2.19157, 0.71126, 0.32801], [0.88392, 0.24193, -0.19618], [2.74268, -2.30085, -0.74768], [2.80821, -0.88155, -1.84632], [4.11624, 0.01089, 0.01754], [3.14475, -0.90150, 1.22199], [-5.92626, 0.26437, -0.82378], [-4.40905, 1.56362, -0.21992], [-2.53170, 0.76100, 0.77304], [-1.58517, -0.03128, 0.50709], [-0.20888, 0.29550, 0.85941], [-4.28751, -0.63428, 0.15845], [-3.89387, 0.52017, 0.13757], [-1.86005, -1.03853, 0.16037], [-0.23802, 1.30661, 1.30360], [-0.11840, -0.62228, 1.55680]]}

=====

{"formula": "C11H25ClN4O3PS", "method": "wB97M-V/def2-TZVPD", "smiles": "CC[C@@H](Cl)[C@@]1(ON=O)N(S)[C@H](O)C[NH2+][C@]1(CN)P(C)CC", "homo_lumo_gap_ev": 8.154, "e_homo_ev": -11.69, "lumo_energy_ev": -3.53, "charge": 1, "symbols": ["C", "C", "C", "Cl", "C", "O", "N", "O", "N", "S", "C", "O", "C", "N", "C", "C", "N", "P", "C", "C", "C", "H", "H", "H", "H", "H", "H", "H", "H", "H", "H", "H", "H", "H", "H", "H", "H", "H", "H", "H", "H", "H", "H", "H", "H", "H"], "xyz": [[1.30480, -3.56916, -1.25067], [1.38406, -2.02463, -1.25475], [1.46004, -1.51029, 0.17750], [2.98831, -2.01168, 0.94302], [1.16033, -0.02771, 0.47941], [0.98369, 0.03738, 1.94067], [-0.21517, -0.50435, 2.41136], [-0.08514, -0.98310, 3.46915], [2.37148, 0.80683, 0.39437], [3.47264, 0.71059, -0.91644], [2.21482, 2.17228, 0.88852], [2.56483, 2.29621, 2.24493], [0.84647, 2.84241, 0.70744], [-0.31697, 1.91260, 0.51474], [-0.04148, 0.63525, -0.23790], [0.29340, 1.10283, -1.68997], [-0.88397, 1.56212, -2.45460], [-1.78727, -0.23469, -0.39339], [-1.71561, -2.01853, 0.06768], [-2.87604, 0.38135, 0.99303], [-4.32285, -0.04144, 0.63455], [0.74177, -3.86297, -2.13266], [2.28373, -4.01495, -1.35635], [0.75474, -3.95078, -0.39803], [2.27359, -1.78093, -1.81927], [0.49605, -1.67106, -1.76713], [0.75788, -2.11828, 0.72220], [2.74313, 0.48088, -2.02492], [2.91888, 2.78013, 0.32966], [3.04769, 1.49452, 2.50331], [0.90194, 3.50479, -0.14643], [0.63138, 3.47614, 1.55631], [-1.06523, 2.38888, 0.00602], [-0.69921, 1.70533, 1.43966], [1.02391, 1.90930, -1.67762], [0.73157, 0.28441, -2.23672], [-0.65638, 1.42783, -3.43346], [-0.96047, 2.56922, -2.34454], [-1.25414, -2.63433, -0.69159], [-1.30818, -2.23708, 1.04778], [-2.76062, -2.31098, 0.10586], [-2.81758, 1.46048, 1.07474], [-2.57989, -0.07310, 1.92834], [-4.80299, -0.44774, 1.51430], [-4.32916, -0.74860, -0.18640], [-4.87276, 0.83463, 0.31830]]}

=====

{"formula": "C19H20BN10OOsS", "method": "wB97M-V/def2-TZVPD", "relative_energy_kcal_mol": 99.0, "homo_lumo_gap_ev": [7.526, 5.036], "e_homo_ev": [-13.74, -14.24], "s2": 8.790, "lumo_energy_ev": [-6.22, -9.20], "charge": 2, "multiplicity": 6, "symbols": ["Os", "C", "C", "N", "N", "C", "B", "N", "C", "C", "C", "N", "N", "C", "C", "C", "N", "N", "C", "C", "C", "N", "H", "H", "H", "H", "H", "H", "H", "H", "H", "H", "H", "H", "N", "C", "S", "N", "C", "C", "C", "C", "C", "C", "H", "H", "H", "H", "H", "H", "H", "H", "O"], "xyz": [[1.35261, 0.08842, 1.16632], [4.64929, -0.55501, -1.35576], [4.15193, -0.91384, -0.11518], [3.19108, -0.05158, 0.23096], [3.03236, 0.84031, -0.78159], [3.92413, 0.55839, -1.74591], [2.05157, 2.07804, -0.72734], [2.25813, 2.72413, 0.67863], [2.66330, 3.91873, 1.13952], [2.63807, 3.89176, 2.52400], [2.19728, 2.62671, 2.86595], [1.97098, 1.93128, 1.74350], [0.51102, 1.70230, -0.79712], [-0.34367, 2.03960, -1.77554], [-1.61374, 1.63276, -1.41138], [-1.47271, 1.04661, -0.16827], [-0.18288, 1.09869, 0.20816], [2.35332, 2.95137, -1.93126], [2.79071, 4.23424, -2.05347], [2.88816, 4.50862, -3.39004], [2.48779, 3.33179, -4.03347], [2.16672, 2.39881, -3.14798], [5.44221, -1.03520, -1.90078], [4.46840, -1.73026, 0.51158], [4.05733, 1.11608, -2.65639], [2.96458, 4.77142, 0.55980], [2.90680, 4.68965, 3.19308], [2.04952, 2.22538, 3.85536], [-0.08027, 2.56297, -2.67859], [-2.52289, 1.76565, -1.97054], [-2.25387, 0.63159, 0.44496], [3.02771, 4.93421, -1.27256], [3.20527, 5.43271, -3.84155], [2.43263, 3.16150, -5.09539], [-2.34663, -2.40444, 2.98225], [-1.94998, -2.37706, 1.69689], [-0.65454, -1.39607, 1.19653], [-2.56637, -3.14368, 0.79399], [-3.79294, -3.83825, 0.85304], [-4.00240, -4.81920, -0.11794], [-5.18101, -5.54255, -0.13176], [-6.16953, -5.27947, 0.80975], [-5.97741, -4.28040, 1.75735], [-4.79643, -3.55669, 1.78101], [-1.77678, -1.89762, 3.64101], [-2.77349, -3.25271, 3.33599], [-2.06668, -3.20902, -0.08564], [-3.24015, -5.03842, -0.85717], [-5.33070, -6.31093, -0.87658], [-7.09228, -5.84276, 0.79764], [-6.75508, -4.05478, 2.47288], [-4.70191, -2.74948, 2.49319], [1.81145, -1.61435, 1.18586]]}

=====

{"formula": "C3H5NO", "method": "wB97M-V/def2-TZVPD", "relative_energy_kcal_mol": 71.3, "homo_lumo_gap_ev": [7.213, 7.134], "e_homo_ev": [-6.18, -10.28], "s2": 2.006, "lumo_energy_ev": [1.04, -3.14], "multiplicity": 3, "symbols": ["C", "C", "C", "N", "O", "H", "H", "H", "H", "H"], "xyz": [[-0.96068, 0.40032, 0.33032], [1.36495, -0.62245, -0.07702], [0.30290, 0.31989, -0.43551], [-2.02294, -0.08401, -0.20052], [1.44958, 0.76460, 0.16266], [-0.73378, 0.72752, 1.41087], [1.13129, -1.20506, 0.85754], [2.14853, -1.06721, -0.84127], [0.10987, 0.62714, -1.70548], [-2.78974, 0.13925, 0.49842]]}

=====

{"formula": "C4H19NO4S2", "method": "wB97M-V/def2-TZVPD", "smiles": "CNCCCSS.O.O.O.O", "relative_energy_kcal_mol": 69.3, "homo_lumo_gap_ev": 8.974, "e_homo_ev": -8.72, "lumo_energy_ev": 0.25, "symbols": ["S", "S", "C", "C", "C", "N", "C", "H", "H", "H", "H", "H", "H", "H", "H", "H", "H", "H", "H", "H", "O", "H", "H", "O", "H", "H", "O", "H", "H", "O"], "xyz": [[0.42818, -1.16998, 2.71242], [0.52995, 0.78111, 2.42420], [1.75440, 1.32036, 1.24584], [2.16702, 0.41163, 0.15733], [1.07335, 0.19238, -0.90523], [1.32237, 1.22782, -1.94518], [0.91292, 2.66239, -1.77919], [-0.13546, -1.76056, 1.65305], [2.55665, 1.69405, 1.83906], [1.42289, 2.27196, 0.81215], [2.81765, -0.57948, 0.47296], [3.03672, 0.91632, -0.28564], [1.11058, -0.78360, -1.47028], [0.00918, 0.11212, -0.70263], [2.23637, 1.25422, -2.25160], [1.83747, 3.24986, -2.09042], [0.74308, 2.79245, -0.74343], [0.02284, 2.86326, -2.50177], [-0.46593, -2.27860, -1.73636], [-1.66027, -3.08915, -1.52734], [-0.77488, -2.81829, -1.11890], [-0.83841, -1.22950, -3.48931], [-1.10935, 0.24001, -4.05445], [-1.08098, -0.71909, -4.27210], [-2.78339, 0.38312, 1.72055], [-2.17898, 1.20803, 0.50247], [-2.77350, 0.48482, 0.76659], [-2.75015, -0.81759, -0.33574], [-3.39356, -0.65495, -1.44360], [-2.93448, -1.40811, -1.03183]]}

=====

{"formula": "C3H10NO", "method": "wB97M-V/def2-TZVPD", "relative_energy_kcal_mol": 89.0, "homo_lumo_gap_ev": [10.617, 7.039], "e_homo_ev": [-21.98, -21.95], "s2": 0.757, "lumo_energy_ev": [-11.36, -14.91], "charge": 2, "multiplicity": 2, "symbols": ["C", "N", "H", "H", "H", "H", "H", "H", "O", "C", "C", "H", "H", "H", "H"], "xyz": [[-1.31749, -1.69514, 1.33258], [0.19380, -1.53821, 1.12210], [-1.76653, -0.76086, 1.61919], [-1.74044, -2.10286, 0.44561], [-1.52634, -2.31239, 2.20288], [0.64958, -0.78192, 1.71873], [0.13182, -1.00604, 0.05990], [0.62621, -2.47898, 1.07361], [-0.07519, 0.06700, -0.91872], [-0.03093, 1.33084, -0.92744], [1.25503, 2.14338, -0.98692], [-1.03534, 1.85911, -0.99578], [0.93985, 3.03020, -1.67262], [2.12402, 1.65908, -1.52787], [1.40249, 2.45162, 0.06209]]}

=====

no.,F_max (eV/A)
1,3.950
2,2.445
3,1.483
4,2.784
5,8.696
6,6.542
7,5.327